[1]
{
  "formula": "C12H37NO8P",
  "method": "ωB97M-V/def2-TZVPD",
  "molar_mass_da": 354.4,
  "energy_ev": -40191.7153,
  "homo_energy_ev": -11.93,
  "charge": 1,
  "elements": ["C", "C", "P", "C", "C", "C", "N", "O", "H", "H", "H", "H", "H", "H", "H", "H", "H", "C", "O", "H", "H", "H", "H", "C", "O", "H", "H", "H", "H", "C", "O", "H", "H", "H", "H", "C", "O", "H", "H", "H", "H", "C", "O", "H", "H", "H", "H", "C", "O", "H", "H", "H", "H", "C", "O", "H", "H", "H", "H"],
  "xyz": [[2.056, -0.019, -2.889], [1.109, 0.523, -2.393], [-0.274, 1.251, -1.705], [-1.544, 1.313, -2.987], [-1.835, -0.075, -3.576], [-1.924, -1.103, -2.474], [-3.121, -1.206, -1.808], [-0.951, -1.777, -2.191], [2.710, -0.610, -3.490], [0.046, 2.548, -1.309], [-0.703, 0.504, -0.613], [-2.438, 1.823, -2.634], [-1.094, 1.925, -3.767], [-1.049, -0.356, -4.266], [-2.761, -0.055, -4.146], [-3.749, -0.454, -2.078], [-3.013, -1.233, -0.802], [2.943, 2.769, -0.315], [1.604, 3.026, 0.138], [2.898, 2.530, -1.376], [3.568, 3.648, -0.172], [3.377, 1.927, 0.226], [1.661, 3.245, 1.074], [1.068, -3.080, 0.650], [-0.110, -3.665, 0.106], [1.337, -3.625, 1.551], [1.896, -3.145, -0.062], [0.892, -2.031, 0.915], [-0.329, -3.165, -0.686], [2.272, -5.595, 3.506], [2.221, -4.267, 4.032], [3.226, -5.722, 3.002], [2.193, -6.327, 4.312], [1.463, -5.755, 2.788], [1.375, -4.169, 4.476], [5.768, 2.126, 2.437], [5.158, 3.393, 2.157], [5.019, 1.354, 2.294], [6.603, 1.943, 1.755], [6.121, 2.080, 3.466], [5.825, 4.072, 2.289], [5.098, -1.634, 4.578], [5.128, -0.206, 4.529], [6.083, -1.989, 4.292], [4.875, -1.989, 5.587], [4.359, -2.041, 3.883], [4.259, 0.110, 4.787], [-4.885, 3.146, -2.826], [-4.653, 1.966, -2.050], [-4.078, 3.257, -3.548], [-5.829, 3.064, -3.364], [-4.907, 4.026, -2.182], [-5.389, 1.899, -1.430], [-8.180, 0.613, -1.251], [-7.940, 2.001, -1.493], [-7.239, 0.086, -1.395], [-8.528, 0.446, -0.230], [-8.916, 0.214, -1.951], [-8.771, 2.466, -1.370]],
  "mulliken_charge": [0.795, -0.978, 0.219, -0.008, -0.890, 0.220, -0.449, -0.472, 0.431, 0.197, 0.119, -0.116, 0.463, 0.377, 0.520, 0.202, 0.297, -0.533, -0.539, 0.285, 0.319, 0.184, 0.283, -0.107, -0.510, -0.098, 0.270, 0.164, 0.370, -0.588, -0.467, 0.221, 0.280, 0.261, 0.274, -0.464, -0.503, 0.137, 0.293, 0.279, 0.285, -0.486, -0.482, 0.259, 0.236, 0.182, 0.275, -0.635, -0.511, 0.304, 0.257, 0.276, 0.269, -0.465, -0.484, 0.140, 0.287, 0.269, 0.284]
}

***

[2]
{
  "formula": "C12H38BNbO16P3",
  "method": "ωB97M-V/def2-TZVPD",
  "molar_mass_da": 635.1,
  "energy_ev": -75906.1211,
  "homo_energy_ev": -4.06,
  "de_lowest_ev": 0.0000,
  "charge": -1,
  "elements": ["C", "O", "B", "O", "Nb", "C", "C", "O", "O", "H", "H", "H", "H", "H", "H", "H", "H", "H", "H", "H", "C", "O", "P", "O", "O", "C", "O", "C", "H", "H", "H", "H", "H", "H", "H", "H", "H", "C", "O", "P", "O", "O", "C", "O", "C", "H", "H", "H", "H", "H", "H", "H", "H", "H", "C", "O", "P", "O", "O", "C", "O", "C", "H", "H", "H", "H", "H", "H", "H", "H", "H"],
  "xyz": [[0.692, 0.920, 0.033], [0.542, 2.330, 0.168], [-0.692, 2.833, -0.262], [-0.928, 4.162, 0.148], [-2.335, 1.717, -1.517], [-4.015, 2.379, -0.057], [-4.740, 1.096, 0.319], [-5.693, 0.704, -0.258], [-4.177, 0.382, 1.389], [1.652, 0.650, 0.521], [-0.081, 0.343, 0.557], [0.805, 0.609, -1.019], [-1.885, 4.282, 0.105], [-2.195, 0.220, -0.461], [-3.628, 0.817, -2.489], [-2.492, 3.246, -2.531], [-1.071, 1.020, -2.653], [-3.578, 2.789, 0.874], [-4.707, 3.094, -0.525], [-3.847, -0.460, 1.044], [-4.007, -3.387, 2.490], [-2.930, -3.828, 3.330], [-2.034, -2.590, 4.053], [-1.301, -2.181, 2.819], [-1.158, -3.675, 4.919], [-1.553, -5.031, 5.109], [-1.421, -1.351, 5.011], [-1.808, -1.329, 6.393], [-4.512, -4.267, 2.098], [-4.722, -2.796, 3.063], [-3.624, -2.796, 1.658], [-1.301, -5.618, 4.226], [-2.614, -5.112, 5.336], [-0.991, -5.426, 5.956], [-1.322, -2.141, 6.937], [-2.891, -1.414, 6.486], [-1.485, -0.380, 6.817], [0.791, -2.736, -5.737], [-0.410, -2.420, -6.451], [-0.931, -0.819, -6.284], [-1.427, -0.901, -4.881], [-2.132, -1.064, -7.377], [-2.191, -2.190, -8.245], [-1.123, 0.838, -6.469], [-0.788, 1.407, -7.741], [1.034, -3.780, -5.929], [1.616, -2.112, -6.082], [0.646, -2.594, -4.665], [-2.584, -3.054, -7.708], [-1.218, -2.415, -8.678], [-2.879, -1.949, -9.057], [-1.529, 1.126, -8.492], [0.205, 1.079, -8.056], [-0.790, 2.490, -7.636], [8.012, 2.218, 3.959], [6.997, 2.815, 3.147], [5.924, 1.724, 2.430], [6.851, 1.168, 1.393], [4.999, 2.927, 1.833], [5.094, 4.287, 2.250], [4.678, 0.635, 2.203], [3.496, 0.813, 3.012], [8.626, 3.015, 4.374], [7.563, 1.656, 4.780], [8.641, 1.557, 3.361], [5.936, 4.769, 1.752], [5.185, 4.370, 3.331], [4.179, 4.792, 1.943], [2.940, 1.693, 2.687], [3.774, 0.911, 4.062], [2.862, -0.063, 2.887]],
  "mulliken_charge": [-0.255, -0.174, 0.381, -0.453, -0.845, -1.005, 0.611, -0.549, -0.370, 0.034, 0.156, 0.201, 0.292, 0.059, 0.006, -0.054, 0.118, 0.374, 0.303, 0.185, -0.634, -0.326, 1.056, -0.631, -0.369, -0.600, -0.255, -0.678, 0.257, 0.333, 0.231, 0.243, 0.280, 0.272, 0.271, 0.299, 0.245, -0.719, -0.303, 0.971, -0.539, -0.365, -0.587, -0.231, -0.661, 0.229, 0.308, 0.313, 0.241, 0.267, 0.277, 0.249, 0.299, 0.247, -0.730, -0.291, 1.053, -0.687, -0.283, -0.603, -0.319, -0.656, 0.230, 0.305, 0.315, 0.255, 0.272, 0.281, 0.299, 0.283, 0.269]
}

***

[3]
{
  "formula": "C12H38N4O9",
  "method": "ωB97M-V/def2-TZVPD",
  "molar_mass_da": 382.5,
  "smiles": "CNC(C)=O.CNC(C)=O.CNC(C)=O.CNC(C)=O.O.O.O.O.O",
  "energy_ev": -37449.6339,
  "homo_energy_ev": -9.08,
  "de_lowest_ev": 0.0000,
  "elements": ["C", "C", "O", "N", "C", "H", "H", "H", "H", "H", "H", "H", "C", "C", "O", "N", "C", "H", "H", "H", "H", "H", "H", "H", "C", "C", "O", "N", "C", "H", "H", "H", "H", "H", "H", "H", "C", "C", "O", "N", "C", "H", "H", "H", "H", "H", "H", "H", "O", "H", "H", "O", "H", "H", "O", "H", "H", "O", "H", "H", "O", "H", "H"],
  "xyz": [[-0.067, -2.815, 0.309], [-0.272, -2.337, 1.729], [-0.964, -1.389, 1.979], [0.473, -2.934, 2.655], [0.790, -2.433, 3.962], [-0.673, -3.694, 0.092], [0.930, -3.055, -0.062], [-0.448, -2.039, -0.354], [1.077, -3.666, 2.311], [0.595, -1.364, 4.041], [1.819, -2.578, 4.293], [0.323, -3.037, 4.740], [-3.281, 0.608, -3.159], [-2.550, -0.401, -3.975], [-2.559, -1.593, -3.701], [-1.841, 0.117, -4.978], [-0.996, -0.565, -5.908], [-3.838, 1.351, -3.729], [-2.717, 0.900, -2.273], [-4.186, 0.106, -2.815], [-1.980, 1.113, -5.079], [-1.241, -0.243, -6.920], [-1.114, -1.647, -5.862], [0.036, -0.246, -5.762], [1.228, 2.974, 4.760], [1.803, 1.772, 3.937], [2.603, 1.067, 4.498], [1.486, 1.595, 2.641], [2.168, 0.615, 1.800], [0.452, 3.500, 4.203], [1.999, 3.714, 4.975], [0.690, 2.686, 5.663], [0.691, 2.037, 2.203], [3.023, 1.095, 1.324], [1.538, 0.072, 1.096], [2.652, -0.240, 2.272], [4.422, -1.003, -2.673], [3.122, -0.324, -2.290], [3.223, 0.400, -1.342], [2.029, -0.441, -3.054], [0.748, -0.085, -2.614], [4.561, -1.078, -3.751], [4.338, -1.906, -2.068], [5.261, -0.374, -2.374], [2.100, -1.080, -3.833], [-0.011, -0.836, -2.830], [0.332, 0.773, -3.142], [0.676, 0.179, -1.559], [-1.700, 2.169, 2.588], [-2.418, 2.798, 2.664], [-1.770, 1.831, 1.695], [-2.362, -0.028, 3.975], [-1.903, -0.590, 3.350], [-1.909, 0.813, 3.919], [0.608, 2.649, -0.878], [-0.018, 2.059, -0.459], [1.447, 2.441, -0.465], [-4.026, 0.434, 0.869], [-4.834, 0.907, 0.669], [-4.316, -0.347, 1.340], [-1.451, 0.685, 0.256], [-1.422, -0.009, 0.915], [-2.378, 0.914, 0.190]],
  "mulliken_charge": [-1.004, 0.535, -0.707, -0.152, -0.898, 0.408, 0.375, 0.020, 0.251, 0.227, 0.341, 0.315, -1.111, 0.777, -0.666, -0.144, -0.889, 0.452, 0.049, 0.371, 0.224, 0.347, 0.315, 0.268, -1.084, 0.715, -0.621, 0.028, -1.030, 0.258, 0.310, 0.314, 0.231, 0.458, 0.073, 0.361, -1.148, 0.571, -0.536, 0.002, -0.322, 0.357, 0.255, 0.298, 0.274, 0.251, 0.214, -0.225, -0.509, 0.243, 0.396, -0.698, 0.417, 0.326, -0.696, 0.208, 0.335, -0.466, 0.224, 0.247, -0.052, 0.122, 0.195]
}